Here is the molecule C24H25F3N2O5 from the OMol25 dataset. Energies are from the ωB97M-V functional and the def2-TZVPD basis.

```
59
Properties=species:S:1:pos:R:3:forces:R:3:mulliken_charge:R:1
C 5.870936 -6.508430 2.660112 -0.3 0.3 0.0 -1.2270
C 4.495461 -5.989669 3.032273 0.0 -0.5 0.2 -0.2041
O 4.371839 -4.650177 2.545950 0.4 0.0 -0.2 -0.2336
C 3.205528 -4.041701 2.760245 -0.1 0.4 0.1 0.1861
O 2.283583 -4.556490 3.338561 -0.1 -0.1 0.1 -0.5978
C 3.222050 -2.626700 2.200736 0.0 0.1 0.0 0.3245
C 1.893580 -1.911435 2.459000 -0.1 -0.3 0.0 -0.9902
C 0.776505 -2.507268 1.597544 -0.2 0.2 0.5 -0.6999
N 1.154327 -2.494688 0.205100 0.1 -0.2 0.1 0.0381
C 0.577293 -1.746340 -0.758532 -0.2 0.0 0.0 0.1039
O 0.976747 -1.726073 -1.908657 0.0 0.1 -0.3 -0.6816
C -0.618685 -0.941795 -0.338305 0.0 0.2 -0.2 -0.2596
C -0.463838 0.361466 0.110155 0.0 -0.3 -0.1 -0.5029
C -1.564563 1.141879 0.422925 -0.3 0.2 0.1 -0.1415
C -2.841092 0.613348 0.282745 0.1 -0.2 0.0 0.7630
O -4.003772 1.297499 0.542787 0.0 -0.2 -0.1 -0.5691
C -3.912027 2.565586 1.145596 0.0 0.3 0.3 -0.6168
C -3.379862 3.670662 0.222215 -0.2 -0.5 0.0 0.5724
O -2.889474 4.682899 0.662913 0.1 0.2 0.2 -0.6408
N -3.555772 3.369027 -1.090829 -0.3 -0.4 0.0 -0.0315
C -3.189187 4.103519 -2.215757 0.2 0.4 -0.3 0.8568
C -3.371696 3.518178 -3.468951 0.0 0.1 0.1 -0.7427
C -3.030746 4.202757 -4.618254 0.0 0.0 0.1 -0.6281
C -2.503028 5.481306 -4.542935 0.1 0.2 0.1 -0.7725
C -2.325195 6.059983 -3.295088 0.0 -0.1 -0.2 -0.2629
C -1.742116 7.439588 -3.167568 0.2 0.3 0.0 1.0126
F -0.493557 7.417363 -2.663935 0.1 -0.2 0.1 -0.2536
F -1.660190 8.088996 -4.338792 -0.1 -0.1 -0.2 -0.2863
F -2.460457 8.226855 -2.349713 -0.2 -0.1 0.1 -0.2586
C -2.659318 5.386727 -2.128637 0.0 0.0 0.0 -0.3800
C -3.002458 -0.692192 -0.178223 -0.1 0.2 0.1 -1.0066
C -1.900381 -1.460346 -0.489246 0.1 0.1 0.1 0.1269
C 2.361645 -3.238625 -0.079346 0.4 0.1 -0.3 -0.9214
C 3.534365 -2.642934 0.697951 -0.1 -0.2 0.0 -1.0656
H 6.639664 -5.878268 3.098889 0.1 0.0 0.0 0.3166
H 5.993988 -6.505688 1.580461 0.1 0.0 -0.1 0.3114
H 5.989660 -7.522971 3.028667 0.0 -0.1 0.0 0.3900
H 4.349473 -5.984054 4.118127 0.0 0.0 -0.2 0.2919
H 3.702555 -6.601171 2.587238 0.1 0.1 0.1 0.3152
H 4.031437 -2.103549 2.722240 0.0 -0.1 0.0 0.4337
H 1.619403 -2.008192 3.509643 0.0 0.1 0.0 0.3643
H 2.008335 -0.852016 2.222564 0.0 0.0 0.0 0.4170
H -0.146499 -1.942518 1.733146 0.1 -0.1 0.0 0.4575
H 0.602959 -3.542848 1.907689 -0.1 0.1 0.0 0.3178
H 0.526197 0.780650 0.210173 0.1 0.1 0.0 0.5061
H -1.410500 2.154779 0.760874 0.0 0.1 0.1 0.4419
H -4.937323 2.829477 1.425633 0.2 0.0 0.0 0.3487
H -3.303368 2.544641 2.056954 0.0 0.0 -0.2 0.4109
H -3.974080 2.464954 -1.280397 0.1 0.2 0.1 0.1371
H -3.780038 2.519942 -3.535529 0.0 -0.1 0.0 0.4113
H -3.174732 3.738740 -5.581365 0.0 -0.1 -0.1 0.3886
H -2.236263 6.021302 -5.437230 0.0 0.0 -0.1 0.4703
H -2.512773 5.849938 -1.166442 0.0 0.0 0.0 0.5576
H -4.002774 -1.081156 -0.285392 -0.1 -0.1 0.0 0.4512
H -2.030178 -2.468725 -0.851690 0.0 -0.1 0.0 0.4760
H 2.539136 -3.180845 -1.154994 0.0 -0.1 0.2 0.4964
H 2.209626 -4.285319 0.207780 0.0 0.0 0.0 0.3501
H 4.438900 -3.221008 0.510590 0.0 0.1 0.0 0.5002
H 3.700752 -1.618871 0.358328 0.0 0.0 0.0 0.4284
```
Forces are in eV/Å.

Structure (SMILES): CCOC(=O)C1CCN(C(=O)c2ccc(OCC(=O)Nc3cccc(C(F)(F)F)c3)cc2)CC1
HOMO energy: -0.32777 hartree
Spin multiplicity: 1
Electronic energy: -1714.9479 a.u.
Lowest unoccupied orbital energy: 0.6 eV
Orbital gap: 9.5 eV
Energy relative to the best compared isomer or geometry (same formula, charge and spin): 0.00 kcal per mole



Here is C2H7S3 as an isolated structure from the OMol25 dataset. Energies are from the ωB97M-V functional and the def2-TZVPD basis.

```
12
Properties=species:S:1:pos:R:3:forces:R:3:mulliken_charge:R:1
S -1.832412 2.025739 1.163791 -0.2 0.0 -0.1 -0.4639
H -1.260452 1.684038 2.325798 0.0 0.0 0.0 0.0921
C 0.593188 1.781221 -0.550939 0.0 -0.1 0.0 -0.9279
S -0.684298 0.583960 -0.070315 0.3 0.0 0.3 0.0275
S 1.100495 -1.251754 -0.917797 -0.2 0.0 -0.1 -0.5685
C 0.059467 -2.510478 -0.124459 0.0 0.0 0.0 -0.8345
H 1.414026 1.758616 0.163446 0.0 0.0 0.0 0.2765
H 0.957180 1.501473 -1.534953 0.1 0.0 0.0 0.2855
H 0.146144 2.769607 -0.592101 0.0 0.1 0.0 0.3762
H -0.921084 -2.575557 -0.603154 0.0 0.0 0.0 0.2312
H 0.531502 -3.491576 -0.193060 0.0 0.0 0.0 0.2610
H -0.103756 -2.275288 0.933742 0.0 0.0 -0.1 0.2447
```
Forces are in eV/Å.

HOMO energy: -0.10324 hartree
Spin multiplicity: 1
Electronic energy: -1274.9850 a.u.
Net charge: -1
Lowest unoccupied orbital energy: 3.3 eV
Orbital gap: 6.1 eV
Energy relative to the best compared isomer or geometry (same formula, charge and spin): 16.49 kcal per mole



Here is a 2-piece molecular cluster, C3H10O2S2 overall from the OMol25 dataset. Energies are from the ωB97M-V functional and the def2-TZVPD basis.

```
17
Properties=species:S:1:pos:R:3:forces:R:3:mulliken_charge:R:1
O -0.284197 1.218210 -1.936335 -0.2 -0.1 0.1 -0.4776
C 0.763486 1.899415 -1.266146 0.2 -0.3 0.3 -0.6171
C 1.534352 1.031641 -0.266393 -0.2 -0.2 -0.6 -0.5141
C 0.645759 0.467371 0.848264 0.1 0.4 -0.1 -0.2499
S 0.798873 -1.320023 1.110447 -0.1 0.2 -0.2 -0.1147
S -0.455992 -2.014955 -0.384326 0.3 -0.2 0.2 -0.2098
H 0.023847 0.354279 -2.228925 0.0 0.0 0.0 0.2942
H 1.501532 2.249349 -1.993467 -0.2 0.5 0.0 0.3267
H 0.256178 2.709139 -0.740274 0.3 0.3 -0.2 0.3469
H 1.995972 0.231170 -0.856991 -0.1 -0.2 0.2 0.3487
H 2.379640 1.603809 0.107073 0.0 0.2 0.2 0.3353
H 0.851795 0.957221 1.800233 0.2 -0.2 0.1 0.4035
H -0.388219 0.718400 0.635692 -0.1 -0.3 0.0 0.0073
H -1.338829 -2.566223 0.456219 -0.2 0.1 -0.1 0.1507
O -2.464215 1.320598 1.244715 0.1 0.1 0.1 -0.6391
H -2.570836 1.566292 0.320873 -0.1 -0.1 -0.1 0.3094
H -3.290596 0.917291 1.521930 -0.1 0.0 -0.1 0.2994
```
Forces are in eV/Å.

Structure (SMILES): OCCCSS.O
HOMO energy: -0.31943 hartree
Spin multiplicity: 1
Electronic energy: -1067.1394 a.u.
Lowest unoccupied orbital energy: 0.5 eV
Orbital gap: 9.2 eV
Energy relative to the best compared isomer or geometry (same formula, charge and spin): 4.34 kcal per mole



Here is the molecule C4H11N3 from the OMol25 dataset. Energies are from the ωB97M-V functional and the def2-TZVPD basis.

```
18
Properties=species:S:1:pos:R:3:forces:R:3:mulliken_charge:R:1
N 1.161225 -1.982784 -0.613154 -1.2 -2.0 0.0 -0.4756
C 0.349296 -0.894653 -0.998109 -1.1 0.9 1.5 -0.5309
C -0.624906 -0.510532 -0.058343 0.0 0.2 -1.3 0.2914
N -1.236903 -1.495066 0.731489 0.8 2.0 1.1 -0.5371
C -1.019615 0.910167 0.473057 -0.9 -1.3 -0.8 -0.4167
C -0.120685 1.809011 -0.306516 1.8 3.4 0.0 -0.3570
N 1.213462 2.102473 0.444042 -1.3 -3.1 -3.4 -0.5614
H 2.177450 -2.016770 -0.779039 -1.4 0.1 0.3 0.1937
H 0.665642 -2.534258 0.134962 2.1 0.7 -1.1 0.1378
H 0.381392 -0.563213 -2.055439 0.7 0.5 1.2 0.3387
H -0.963220 -1.219876 1.669821 -0.6 -1.1 0.6 0.2138
H -1.122150 -2.439009 0.470560 0.2 -1.0 0.0 0.2568
H -2.130559 1.096844 0.330299 1.2 -0.1 0.2 0.2553
H -0.772802 0.973959 1.584152 -0.4 -0.3 -1.2 0.3440
H -0.020347 1.330778 -1.337246 0.5 1.2 1.4 0.1317
H -0.441379 2.918771 -0.434783 -0.2 -2.0 0.0 0.3079
H 1.141972 2.924766 0.944136 0.0 1.4 1.5 0.1945
H 1.614965 1.271693 0.875402 -0.2 0.7 0.2 0.2132
```
Forces are in eV/Å.

Structure (SMILES): N/C=C(\N)CCN
HOMO energy: -0.25227 hartree
Spin multiplicity: 1
Electronic energy: -323.1580 a.u.
Lowest unoccupied orbital energy: 1.0 eV
Orbital gap: 7.9 eV
Energy relative to the best compared isomer or geometry (same formula, charge and spin): 93.18 kcal per mole



Here is C28H27F4N11O3Ti as an isolated structure from the OMol25 dataset. Energies are from the ωB97M-V functional and the def2-TZVPD basis.

```
74
Properties=species:S:1:pos:R:3:forces:R:3:lowdin_spin:R:1
Ti 0.711865 -0.330001 -1.033402 1.4 1.0 -0.8 0.8470
C 4.759276 -3.451650 -2.649278 0.0 -0.1 0.0 -0.0002
N 3.360880 -3.197703 -2.266735 0.1 0.0 -0.1 -0.0012
C 2.455854 -4.347677 -2.425946 0.0 0.0 0.0 -0.0001
C 2.939622 -2.047512 -1.850235 -0.1 0.1 0.1 -0.0005
O 1.706071 -1.823258 -1.583856 0.5 -1.0 -0.5 -0.0069
C 3.860570 -0.855920 -1.641726 0.0 0.1 0.0 0.0004
O 3.134742 0.158812 -0.940695 -0.1 -0.1 0.1 0.0037
C 3.527056 0.386719 0.416917 0.0 0.1 0.0 0.0006
C 2.418858 -0.083585 1.351913 0.0 -0.1 -0.2 0.0023
O 1.384087 -0.586889 0.814107 0.2 -0.2 0.8 0.0148
N 2.539550 0.048849 2.643211 0.1 0.1 0.0 -0.0011
C 1.482629 -0.389100 3.564202 0.0 -0.1 0.0 0.0004
C 3.732122 0.618271 3.289405 0.0 -0.1 0.0 -0.0002
H 5.210684 -4.143878 -1.939988 0.0 0.0 0.0 -0.0001
H 4.765492 -3.914793 -3.634169 0.0 0.0 0.0 0.0000
H 5.338943 -2.536019 -2.694074 0.0 0.0 0.0 0.0000
H 2.888117 -5.197370 -1.900863 0.0 0.0 0.0 0.0000
H 1.478073 -4.119192 -2.019176 0.0 0.0 0.0 0.0000
H 2.376133 -4.592966 -3.483925 0.0 0.0 0.0 0.0000
H 4.756723 -1.141372 -1.092834 0.0 0.0 0.0 0.0000
H 4.161055 -0.440352 -2.605679 0.0 0.0 0.0 0.0000
H 4.465768 -0.119805 0.643796 0.0 0.0 0.0 0.0000
H 3.690342 1.458884 0.535827 0.0 0.0 0.0 0.0001
H 0.732604 -0.962979 3.032605 0.0 0.0 0.0 0.0002
H 1.929033 -1.007421 4.340977 0.0 0.0 0.0 0.0000
H 1.030020 0.485429 4.031443 0.0 0.0 0.0 0.0000
H 4.322115 1.211738 2.598549 0.0 0.0 0.0 0.0000
H 3.406135 1.258371 4.106064 0.0 0.0 0.0 0.0000
H 4.347094 -0.181283 3.701611 0.0 0.0 0.0 0.0000
C -2.895516 -1.127438 -3.427137 0.0 0.0 0.0 0.0020
C -1.734815 -0.196311 -3.245322 -0.1 0.0 0.0 0.0164
C -1.925621 1.173013 -3.066916 0.0 0.0 0.0 0.0219
C -0.856459 2.062485 -3.104621 0.0 0.0 0.0 0.0080
C 0.434986 1.596326 -3.296279 0.1 0.0 -0.2 0.0241
C 0.663837 0.219382 -3.410018 -0.3 0.2 -0.6 -0.0052
C -0.422111 -0.669630 -3.368964 0.1 0.2 -0.4 -0.0082
H -3.159484 -1.155218 -4.487166 0.0 0.0 0.0 0.0010
H -3.778628 -0.787565 -2.890174 0.0 0.0 0.0 0.0000
H -2.655900 -2.145629 -3.123485 0.0 0.0 0.0 0.0003
H -2.934709 1.558359 -2.980218 0.0 0.0 0.0 0.0006
H -1.045534 3.127372 -3.051216 0.0 0.0 0.0 -0.0001
H 1.249530 2.290229 -3.466593 0.0 0.0 0.1 0.0008
H 1.627134 -0.128349 -3.766837 0.1 0.0 0.2 0.0014
H -0.265598 -1.716279 -3.603129 0.0 0.0 0.2 0.0002
N -0.446479 3.386314 2.544844 0.1 0.0 0.4 -0.0001
N 0.011345 2.907293 1.363492 0.0 0.1 -0.2 0.0000
N 0.967027 3.535869 0.707469 -0.1 -0.1 0.0 -0.0001
C 1.175523 2.714413 -0.306378 -0.1 0.1 -0.1 0.0002
N 0.375193 1.639763 -0.244176 0.0 0.6 0.5 -0.0027
N -0.367398 1.781786 0.860610 -0.1 -0.1 -0.1 0.0003
H -0.284800 4.383208 2.630933 0.0 0.0 -0.1 0.0000
H -1.378142 3.073392 2.779558 0.0 0.0 -0.2 0.0002
H 1.889489 2.912891 -1.088155 0.0 0.0 0.0 0.0001
F -2.763587 -0.771565 4.152541 -0.1 0.0 -0.1 -0.0165
C -3.452521 -0.286751 3.131550 -0.2 0.0 0.3 -0.0453
C -4.246594 0.806067 3.320956 0.3 -0.1 0.4 0.0523
F -4.317590 1.321809 4.534137 0.0 -0.1 -0.2 0.0201
C -4.931478 1.442550 2.242400 -0.3 0.6 0.0 -0.0599
C -4.843958 0.787955 0.974034 0.1 -0.2 -0.3 0.0453
C -3.984816 -0.253140 0.780867 -0.2 0.4 -0.2 -0.0380
F -3.826616 -0.738242 -0.449110 0.0 0.0 0.1 -0.0138
C -3.240409 -0.823784 1.838333 0.6 -0.3 -0.3 0.0054
C -2.223348 -1.791267 1.592295 -0.4 0.1 0.2 -0.1482
C -1.433962 -1.644796 0.453559 -0.8 0.1 -0.3 -0.0059
N -0.821752 -1.359772 -0.492303 -1.4 -1.0 1.1 -0.0833
C -1.871800 -2.797808 2.527478 0.3 0.1 0.2 -0.0119
N -1.561182 -3.614055 3.276754 0.0 0.0 -0.1 -0.0908
F -5.502785 1.259011 -0.064602 0.0 0.0 0.2 0.0164
C -5.484476 2.727858 2.375405 0.4 -0.3 0.0 0.1929
C -5.059257 3.577634 3.440915 -0.1 -0.1 0.1 0.0131
N -4.556207 4.264944 4.214718 -0.1 0.1 0.0 0.1087
C -6.235191 3.367550 1.356212 0.0 0.0 -0.1 0.0146
N -6.796886 3.933812 0.525729 0.0 0.0 0.1 0.1249
```
Forces are in eV/Å.

HOMO energy (alpha / beta): -0.59684 / -0.62482 hartree
Spin multiplicity: 2
Electronic energy: -3159.1088 a.u.
Net charge: +3
Lowest unoccupied orbital energy (alpha / beta): -11.0 / -10.3 eV
Orbital gap (alpha / beta): 5.2 / 6.7 eV
<S²>: 1.223